Entry 1:
85
Properties=species:S:1:pos:R:3 method="wB97M-V/def2-TZVPD" spin_multiplicity=6 charge=+1 s2=8.770 orbital_gap_ev="7.61 / 6.75"
Ru 0.14 -1.19 -0.12
S 2.45 -0.80 -0.77
P 1.67 1.10 -0.83
C 0.05 1.14 -0.34
P -1.58 1.03 -0.79
S -2.27 -0.88 -0.69
C -2.54 2.08 0.33
C -3.81 1.71 0.74
C -4.54 2.54 1.58
C -4.00 3.75 2.01
C -2.73 4.12 1.59
C -2.00 3.29 0.75
C -1.80 1.67 -2.47
C -1.27 2.92 -2.78
C -1.41 3.44 -4.05
C -2.08 2.71 -5.03
C -2.60 1.47 -4.73
C -2.46 0.94 -3.45
C 1.82 1.72 -2.52
C 2.21 3.04 -2.75
C 2.21 3.54 -4.05
C 1.80 2.73 -5.10
C 1.41 1.42 -4.87
C 1.42 0.91 -3.58
C 2.65 2.16 0.25
C 2.03 2.98 1.19
C 2.79 3.79 2.01
C 4.18 3.78 1.90
C 4.80 2.96 0.96
C 4.04 2.15 0.14
H -4.23 0.76 0.42
H -5.53 2.25 1.91
H -4.56 4.39 2.67
H -2.30 5.06 1.92
H -1.01 3.59 0.43
H -0.73 3.49 -2.02
H -0.99 4.41 -4.29
H -2.18 3.12 -6.03
H -3.12 0.90 -5.49
H -2.86 -0.04 -3.22
H 2.52 3.67 -1.93
H 2.52 4.55 -4.23
H 1.80 3.12 -6.11
H 1.09 0.79 -5.69
H 1.12 -0.11 -3.39
H 0.95 2.97 1.28
H 2.31 4.42 2.75
H 4.77 4.41 2.54
H 5.88 2.96 0.88
H 4.52 1.50 -0.58
C 1.01 -6.68 0.55
C -0.08 -6.19 -0.41
C 0.18 -6.71 -1.83
C -1.47 -6.63 0.07
C -0.05 -4.72 -0.44
N -0.02 -3.57 -0.46
H 1.00 -7.77 0.57
H 0.83 -6.32 1.56
H 2.00 -6.35 0.23
H 0.16 -7.80 -1.82
H 1.16 -6.39 -2.19
H -0.58 -6.35 -2.53
H -1.51 -7.72 0.09
H -2.25 -6.27 -0.59
H -1.67 -6.26 1.08
C -0.50 -2.41 2.69
C -0.60 -2.37 4.24
N 0.00 -1.15 4.76
C 1.38 -1.06 4.30
C 1.44 -0.97 2.76
N 0.07 -1.13 2.20
C -0.77 -0.01 2.71
C -0.74 0.00 4.25
H -1.47 -2.54 2.22
H 0.16 -3.21 2.35
H -0.09 -3.23 4.68
H -1.64 -2.41 4.56
H 1.92 -1.94 4.66
H 1.85 -0.18 4.76
H 2.07 -1.74 2.32
H 1.83 -0.01 2.41
H -1.78 -0.15 2.31
H -0.38 0.92 2.28
H -1.76 -0.03 4.66
H -0.27 0.91 4.63

---

Entry 2:
85
Properties=species:S:1:pos:R:3 method="wB97M-V/def2-TZVPD" charge=+4 orbital_gap_ev=6.06
Zr -0.60 0.34 -1.38
O -0.86 0.48 -3.60
C -1.56 -0.60 -4.32
C -1.96 -1.64 -3.32
C -2.66 -2.76 -3.74
C -3.02 -3.72 -2.81
C -2.68 -3.55 -1.47
C -1.99 -2.42 -1.11
N -1.63 -1.46 -2.01
H -0.63 1.19 -4.22
H -0.87 -1.01 -5.06
H -2.42 -0.17 -4.82
H -2.91 -2.87 -4.79
H -3.56 -4.60 -3.13
H -2.94 -4.29 -0.72
H -1.70 -2.26 -0.08
C 3.05 -0.30 4.64
C 1.75 -1.10 4.49
C 2.05 -2.61 4.50
C 0.80 -0.76 5.64
C 1.14 -0.77 3.14
C -0.15 -0.26 2.98
C -0.64 0.04 1.74
N 0.09 -0.16 0.60
C 1.36 -0.68 0.73
C 1.89 -0.97 1.96
C 2.12 -0.83 -0.54
C 3.34 -1.46 -0.62
C 4.04 -1.51 -1.84
C 3.42 -0.93 -2.95
C 2.19 -0.35 -2.81
N 1.51 -0.29 -1.64
C 5.41 -2.16 -1.89
C 5.29 -3.61 -1.39
C 6.34 -1.36 -0.96
C 5.99 -2.15 -3.31
H 3.48 -0.53 5.62
H 2.88 0.78 4.60
H 3.80 -0.56 3.89
H 2.49 -2.86 5.47
H 2.77 -2.90 3.73
H 1.15 -3.21 4.38
H 1.29 -1.00 6.58
H -0.12 -1.34 5.60
H 0.56 0.31 5.67
H -0.79 -0.08 3.84
H -1.63 0.45 1.61
H 2.90 -1.34 2.04
H 3.77 -1.90 0.26
H 3.89 -0.93 -3.92
H 1.70 0.10 -3.67
H 4.95 -3.68 -0.36
H 6.28 -4.07 -1.43
H 4.62 -4.20 -2.02
H 6.01 -1.38 0.08
H 6.43 -0.32 -1.27
H 7.33 -1.81 -0.99
H 5.37 -2.71 -4.01
H 6.96 -2.63 -3.29
H 6.14 -1.14 -3.69
N -2.16 1.61 -0.89
S -2.42 3.08 -0.09
C -3.54 3.96 -1.15
C -3.39 3.88 -2.53
C -4.18 4.70 -3.32
C -5.08 5.59 -2.73
C -5.19 5.66 -1.35
C -4.42 4.85 -0.54
C -3.31 2.75 1.37
C -2.69 3.17 2.54
C -3.37 3.03 3.75
C -4.63 2.46 3.76
C -5.25 2.04 2.57
C -4.60 2.19 1.36
H -3.06 1.26 -1.24
H -2.67 3.22 -2.99
H -4.10 4.66 -4.40
H -5.68 6.23 -3.35
H -5.89 6.36 -0.89
H -4.51 4.91 0.54
H -1.71 3.63 2.52
H -2.92 3.37 4.67
H -5.17 2.36 4.69
H -6.24 1.62 2.60
H -5.09 1.92 0.44

---

Entry 3:
90
Properties=species:S:1:pos:R:3 method="wB97M-V/def2-TZVPD" charge=+1 orbital_gap_ev=6.61
C -0.19 -2.99 2.88
N -0.26 -1.52 2.47
P -0.13 -0.45 3.94
O -0.41 1.05 3.47
O 1.50 -0.68 4.54
O -1.38 -1.00 5.03
H -0.40 -3.61 1.90
H 0.90 -3.17 3.30
H -0.97 -3.25 3.72
H -1.18 -1.31 2.05
H 0.56 -1.27 1.87
H 1.49 -0.93 5.52
H -1.07 -1.03 5.98
N -1.45 1.48 -0.65
C -2.32 1.68 -1.66
C -3.70 1.57 -1.51
C -4.21 1.24 -0.26
C -3.33 1.02 0.79
C -1.97 1.15 0.56
H -1.88 1.93 -2.61
H -4.36 1.74 -2.36
H -5.28 1.14 -0.12
H -3.70 0.76 1.78
H -1.25 1.00 1.35
N -2.88 -0.47 7.82
C -3.76 -0.27 6.81
C -5.13 -0.37 6.95
C -5.64 -0.71 8.20
C -4.77 -0.92 9.26
C -3.41 -0.79 9.02
H -3.31 -0.01 5.85
H -5.79 -0.20 6.11
H -6.72 -0.80 8.35
H -5.13 -1.18 10.25
H -2.68 -0.94 9.82
N 1.29 3.97 -2.43
C 1.92 5.15 -2.29
C 2.07 5.81 -1.08
C 1.53 5.22 0.06
C 0.86 4.00 -0.05
C 0.77 3.42 -1.31
H 2.33 5.57 -3.20
H 2.59 6.75 -1.02
H 1.62 5.70 1.03
H 0.43 3.52 0.82
H 0.27 2.47 -1.45
N 1.17 0.64 -4.99
C 1.20 -0.71 -5.08
C 1.50 -1.54 -4.01
C 1.79 -0.96 -2.78
C 1.76 0.42 -2.66
C 1.45 1.17 -3.78
H 0.97 -1.11 -6.06
H 1.51 -2.62 -4.14
H 2.03 -1.59 -1.92
H 1.98 0.90 -1.71
H 1.42 2.26 -3.73
N -4.59 -3.00 1.50
C -5.02 -4.27 1.38
C -5.59 -4.79 0.23
C -5.74 -3.95 -0.87
C -5.32 -2.63 -0.77
C -4.75 -2.20 0.42
H -4.88 -4.89 2.26
H -5.91 -5.83 0.19
H -6.19 -4.32 -1.78
H -5.43 -1.95 -1.61
H -4.40 -1.18 0.54
N 4.34 3.67 -5.84
C 3.76 2.47 -6.04
C 3.80 1.78 -7.24
C 4.48 2.36 -8.31
C 5.09 3.60 -8.13
C 4.99 4.21 -6.89
H 3.24 2.06 -5.18
H 3.32 0.82 -7.34
H 4.54 1.85 -9.26
H 5.62 4.08 -8.95
H 5.45 5.18 -6.71
N 4.53 -1.47 -0.41
C 4.59 -1.97 0.85
C 5.44 -3.00 1.22
C 6.28 -3.56 0.26
C 6.24 -3.06 -1.04
C 5.36 -2.03 -1.32
H 3.92 -1.51 1.56
H 5.45 -3.36 2.25
H 6.96 -4.36 0.52
H 6.87 -3.47 -1.81
H 5.29 -1.61 -2.32

---

Entry 4:
99
Properties=species:S:1:pos:R:3 method="wB97M-V/def2-TZVPD" spin_multiplicity=2 charge=0 s2=0.754 orbital_gap_ev="7.59 / 7.80"
Ti 0.21 0.46 -0.31
C 0.45 7.32 2.15
C 1.46 6.59 2.74
C 1.82 5.35 2.22
C 1.17 4.85 1.10
C 0.16 5.60 0.50
C -0.21 6.82 1.03
P 1.57 3.19 0.44
C 3.32 2.83 0.67
C 4.18 2.66 -0.41
C 5.51 2.36 -0.20
C 6.00 2.22 1.09
C 5.15 2.36 2.17
C 3.81 2.64 1.97
C 1.33 3.53 -1.33
C 2.10 4.62 -1.71
C 1.96 5.18 -2.98
C 1.00 4.69 -3.83
C 0.18 3.61 -3.46
C -0.88 3.18 -4.30
C -1.70 2.18 -3.89
C -1.45 1.49 -2.68
C -0.41 1.83 -1.84
C 0.37 2.96 -2.21
H 0.17 8.29 2.55
H 1.98 6.98 3.61
H 2.62 4.80 2.70
H -0.35 5.23 -0.38
H -1.00 7.39 0.56
H 3.81 2.74 -1.42
H 6.17 2.22 -1.05
H 7.05 1.98 1.25
H 5.51 2.22 3.18
H 3.14 2.69 2.81
H 2.79 5.07 -1.01
H 2.58 6.01 -3.27
H 0.85 5.15 -4.80
H -1.03 3.68 -5.25
H -2.53 1.86 -4.52
H -2.07 0.64 -2.45
F 2.81 -2.62 -0.65
C 3.39 -2.00 0.36
F 3.51 -2.85 1.39
F 4.63 -1.64 -0.02
S 2.54 -0.48 1.02
O 2.19 0.22 -0.34
O 1.21 -0.94 1.49
N 0.96 2.26 1.67
S -0.41 1.74 2.19
O -1.08 0.94 1.12
O -0.35 1.12 3.46
C -1.62 3.12 2.43
F -2.69 2.66 3.04
F -1.97 3.68 1.28
F -1.03 4.04 3.20
C 1.12 -5.53 1.48
C 0.06 -4.46 1.67
C -1.30 -5.10 1.97
C 0.44 -3.52 2.80
O 0.06 -3.70 0.45
Si -1.13 -2.92 -0.35
S -0.27 -1.45 -1.58
O -2.14 -2.29 0.78
C -3.52 -1.90 0.76
C -4.41 -3.13 0.67
C -3.79 -0.95 -0.40
C -3.75 -1.19 2.09
O -2.03 -3.90 -1.30
C -1.77 -4.77 -2.42
C -1.73 -6.21 -1.93
C -0.45 -4.42 -3.11
C -2.94 -4.56 -3.38
H 1.25 -6.12 2.39
H 2.07 -5.07 1.23
H 0.84 -6.21 0.67
H -1.21 -5.73 2.85
H -1.63 -5.72 1.14
H -2.05 -4.34 2.16
H 0.38 -4.04 3.76
H -0.25 -2.67 2.82
H 1.45 -3.14 2.67
H -4.22 -3.68 -0.25
H -5.46 -2.83 0.68
H -4.24 -3.79 1.52
H -3.61 -1.44 -1.36
H -3.15 -0.07 -0.33
H -4.83 -0.61 -0.37
H -3.65 -1.89 2.92
H -4.75 -0.75 2.13
H -3.02 -0.39 2.23
H -0.88 -6.36 -1.28
H -1.64 -6.90 -2.77
H -2.64 -6.45 -1.38
H 0.38 -4.50 -2.41
H -0.47 -3.41 -3.51
H -0.27 -5.12 -3.93
H -3.88 -4.81 -2.89
H -2.83 -5.19 -4.26
H -2.97 -3.52 -3.70

---

Entry 5:
90
Properties=species:S:1:pos:R:3 method="wB97M-V/def2-TZVPD" charge=-2 orbital_gap_ev=4.13
Pd -0.29 -0.21 0.86
N -3.46 -1.89 1.92
C -2.94 -2.47 0.68
C -3.10 -3.85 0.54
C -2.62 -4.36 -0.70
C -1.87 -3.60 -1.53
C -1.42 -2.23 -1.07
N -2.39 -1.64 -0.15
C -2.49 -1.22 2.68
C -1.96 -1.82 3.82
C -0.92 -1.18 4.49
C -0.44 0.02 4.03
C -1.06 0.59 2.89
N -2.10 0.00 2.27
H -3.80 -2.67 2.47
H -3.58 -4.46 1.29
H -2.86 -5.38 -0.99
H -1.52 -4.01 -2.47
H -1.37 -1.54 -1.94
H -2.31 -2.80 4.12
H -0.47 -1.65 5.36
H 0.38 0.52 4.51
H -0.94 1.65 2.67
C -4.95 0.99 -2.66
C -3.79 0.56 -1.78
O -2.67 1.43 -2.09
P -1.38 1.33 -1.06
O -0.30 2.10 -2.06
C 0.33 1.24 -3.02
C 0.60 2.04 -4.27
O -1.70 2.67 -0.14
C -2.19 3.86 -0.74
C -3.62 4.10 -0.28
H -5.82 0.36 -2.44
H -4.69 0.87 -3.71
H -5.22 2.03 -2.49
H -3.51 -0.48 -1.94
H -4.03 0.63 -0.72
H -0.30 0.38 -3.23
H 1.26 0.86 -2.58
H -0.34 2.39 -4.71
H 1.12 1.42 -5.01
H 1.22 2.90 -4.05
H -2.13 3.80 -1.82
H -1.53 4.68 -0.41
H -4.26 3.30 -0.63
H -4.00 5.05 -0.67
H -3.67 4.13 0.81
O 2.75 -0.13 -0.33
S 1.81 0.66 0.51
C 2.68 0.84 2.08
C 2.27 1.72 3.06
C 2.97 1.77 4.26
C 4.05 0.92 4.48
C 4.43 0.03 3.49
C 3.76 -0.02 2.28
C 2.11 2.37 -0.03
C 1.29 3.40 0.40
C 1.52 4.69 -0.06
C 2.55 4.92 -0.97
C 3.35 3.88 -1.41
C 3.13 2.59 -0.94
H 1.42 2.36 2.90
H 2.65 2.46 5.04
H 4.57 0.95 5.42
H 5.27 -0.64 3.66
H 4.02 -0.71 1.49
H 0.44 3.18 1.04
H 0.88 5.50 0.26
H 2.72 5.93 -1.34
H 4.14 4.06 -2.13
H 3.72 1.74 -1.27
C 1.42 -3.07 1.75
C 1.77 -3.43 0.33
C 2.84 -4.26 0.07
C 3.17 -4.67 -1.22
C 2.40 -4.15 -2.26
C 1.34 -3.29 -2.05
C 0.80 -2.57 -3.26
C 0.92 -2.94 -0.72
N -0.14 -2.22 -0.34
H 2.15 -3.52 2.44
H 0.41 -3.41 1.99
H 1.40 -1.99 1.92
H 3.42 -4.62 0.92
H 4.00 -5.34 -1.41
H 2.67 -4.38 -3.29
H 1.17 -3.04 -4.18
H 1.16 -1.53 -3.26
H -0.29 -2.52 -3.34